Entry 1:
Entry from the Open Molecules 2025 dataset: the ion C4H9ClNO2 with charge -1 at a distorted geometry (ωB97M-V/def2-TZVPD).

Summary:
* HOMO-LUMO gap: 0.2508 Eh
* highest occupied orbital energy: -2.909 eV
* calculated total energy: -22398.914 eV

Structure (ORCA input):
```
! RIJCOSX wB97M-V def2-TZVPD def2/J DEFGRID3
* xyz -1 1
Cl 1.20 2.19 -0.87
O -2.93 -0.32 -0.92
O -3.03 -1.60 -0.26
N -0.62 0.11 -0.61
C 2.34 -0.66 -0.38
C -1.94 0.46 -0.28
C 1.41 -0.08 0.69
C 0.30 0.79 0.12
H 0.93 -0.88 1.24
H 2.01 0.51 1.38
H 2.76 -1.60 -0.05
H -2.14 0.40 0.82
H 3.14 0.04 -0.59
H -2.83 -1.38 0.66
H -0.16 1.34 0.95
H 1.79 -0.80 -1.30
H -2.23 1.48 -0.58
*
```

---

Entry 2:
Entry from the Open Molecules 2025 dataset: the molecule C16H11N3OS3 at a distorted geometry (ωB97M-V/def2-TZVPD).

Summary:
* structure (SMILES): Cc1nnc(SC(=O)N2c3ccccc3Sc3ccccc32)s1
* HOMO-LUMO gap: 0.2997 Eh
* highest occupied orbital energy: -8.026 eV
* calculated total energy: -55791.067 eV

Structure (ORCA input):
```
! RIJCOSX wB97M-V def2-TZVPD def2/J DEFGRID3
* xyz 0 1
S -1.49 0.86 0.47
S -0.07 -0.15 -3.16
S 2.13 -1.87 -1.67
O 0.13 -3.30 -0.96
N 2.33 0.61 -2.30
N 1.60 1.75 -2.72
N 0.33 -1.48 0.51
C -2.57 -2.99 2.45
C 0.34 1.61 -3.04
C -3.20 -0.78 1.86
C 0.94 -0.24 0.78
C 1.59 -0.43 -2.50
C 3.03 1.07 1.08
C 0.25 0.93 0.64
C 2.30 -0.22 1.15
C -1.95 -0.63 1.25
C -0.55 2.87 -3.38
C -1.25 -2.79 1.93
C 2.36 2.23 0.92
C 0.69 -2.22 -0.70
C -0.95 -1.66 1.12
C -3.49 -1.90 2.44
C 0.99 2.17 0.66
H 4.09 1.08 1.10
H 2.82 -1.04 1.53
H -0.84 2.91 -4.43
H -0.37 -3.55 1.99
H 2.87 3.22 0.93
H -2.70 -3.92 2.95
H -4.42 -2.07 2.90
H -0.02 3.76 -3.30
H 0.52 3.14 0.45
H -1.56 2.87 -2.87
H -3.88 0.17 1.91
*
```

---

Entry 3:
Entry from the Open Molecules 2025 dataset: a cluster of 3 separate species, HN2O3S in total at a distorted geometry (ωB97M-V/def2-TZVPD).

Summary:
* HOMO-LUMO gap (alpha / beta): 0.1681 / 0.1713 Eh
* highest occupied orbital energy (alpha / beta): -3.114 / -3.194 eV
* calculated total energy: -19969.751 eV

Structure (ORCA input):
```
! RIJCOSX wB97M-V def2-TZVPD def2/J DEFGRID3
* xyz -1 1
S -2.32 -0.12 0.23
O 2.28 0.76 -0.74
O 0.88 -1.54 -0.48
O -3.42 1.00 0.26
N 1.05 0.64 1.19
N 1.59 0.52 0.20
H -0.06 -1.26 -0.67
*
```

---

Entry 4:
Entry from the Open Molecules 2025 dataset: a cluster of 4 separate species, C19H51BN3O5P in total (ωB97M-V/def2-TZVPD).

Summary:
* structure (SMILES): CCOCCOB(C)P(C)C.COC[C@@H](C)N.COC[C@@H](C)N.COC[C@@H](C)N
* HOMO-LUMO gap: 0.3147 Eh
* highest occupied orbital energy: -7.935 eV
* calculated total energy: -45201.648 eV

Structure (ORCA input):
```
! RIJCOSX wB97M-V def2-TZVPD def2/J DEFGRID3
* xyz 0 1
P -0.26 2.12 2.38
O -3.38 0.21 -1.64
O 9.52 -0.48 4.91
O 1.86 3.28 0.90
O 5.24 3.61 0.53
O -8.55 -4.74 -2.81
N -4.62 -2.26 -2.48
N 7.64 1.21 3.52
N -9.53 -6.60 -4.79
C 4.95 1.35 1.51
C 0.93 4.90 2.70
C -4.23 -0.50 -0.76
C -1.41 2.21 0.92
C -9.32 -4.28 -3.90
C 9.02 1.64 3.73
C -5.24 -1.42 -1.45
C -6.43 -0.68 -2.05
C -3.92 1.41 -2.15
C -7.17 -4.40 -2.86
C -8.02 -5.10 -5.95
C 5.25 2.83 1.71
C 10.45 -1.21 4.12
C 0.65 0.55 1.99
C -9.30 -5.20 -5.13
C 4.01 3.61 -0.18
C 9.69 0.92 4.91
C 9.78 1.51 2.41
C 2.86 4.27 0.58
B 0.99 3.54 1.91
H -2.42 1.99 1.22
H -1.14 1.46 0.18
H -4.55 1.92 -1.42
H 9.22 1.27 5.83
H 10.53 -2.21 4.55
H -6.59 -5.16 -3.41
H -3.08 2.07 -2.40
H -8.16 -5.57 -6.92
H 1.75 4.93 3.42
H 2.40 5.04 -0.03
H -10.44 -6.69 -4.33
H 10.76 1.18 4.97
H -1.35 3.18 0.45
H 10.84 1.71 2.55
H 3.27 4.73 1.48
H 9.67 0.52 1.98
H 5.69 0.77 2.05
H -5.64 -2.09 -0.68
H 4.99 1.05 0.47
H 7.65 0.19 3.46
H 1.04 5.77 2.07
H -7.23 -1.38 -2.31
H -6.16 -0.15 -2.97
H 6.23 2.96 2.14
H -3.56 -1.12 -0.15
H 1.40 0.68 1.22
H 4.19 4.20 -1.08
H -10.35 -4.24 -3.53
H 3.71 2.62 -0.50
H 10.12 -1.30 3.09
H -9.03 -3.26 -4.17
H -7.74 -4.06 -6.12
H -4.73 0.19 -0.07
H 7.11 1.39 4.37
H -6.79 -4.38 -1.84
H 9.40 2.23 1.69
H -4.49 1.24 -3.07
H -3.89 -2.82 -2.05
H -4.11 -1.64 -3.11
H -10.12 -4.88 -5.78
H 11.45 -0.75 4.15
H -7.18 -5.60 -5.46
H 1.09 0.14 2.89
H 4.00 1.07 1.94
H 9.00 2.71 3.99
H 0.02 4.96 3.28
H -0.09 -0.16 1.63
H 4.55 3.21 2.46
H -7.00 -3.43 -3.31
H -6.84 0.05 -1.35
H -8.87 -6.86 -4.06
*
```

---

Entry 5:
Entry from the Open Molecules 2025 dataset: a cluster of 2 separate species, C4H8FNS in total at a distorted geometry (ωB97M-V/def2-TZVPD).

Summary:
* structure (SMILES): C1=NCCC1.FS
* HOMO-LUMO gap: 0.3563 Eh
* highest occupied orbital energy: -9.419 eV
* calculated total energy: -19318.244 eV

Structure (ORCA input):
```
! RIJCOSX wB97M-V def2-TZVPD def2/J DEFGRID3
* xyz 0 1
S -4.22 -0.65 -0.19
F -2.97 0.32 0.28
N -0.41 -0.40 -0.45
C 0.50 -1.12 -0.02
C -0.12 0.99 -0.28
C 1.78 -0.48 0.42
C 1.44 0.96 -0.06
H 1.71 1.66 0.67
H -3.37 -1.68 -0.30
H 2.65 -0.91 -0.15
H 1.82 -0.57 1.52
H 0.28 -2.13 -0.07
H -0.71 1.43 0.62
H 1.98 1.00 -0.95
H -0.38 1.60 -1.04
*
```

---

Entry 6:
Entry from the Open Molecules 2025 dataset: a structure of composition C30H27N4O10S2Ti at a distorted geometry (ωB97M-V/def2-TZVPD).

Summary:
* HOMO-LUMO gap (alpha / beta): 0.1871 / 0.1871 Eh
* highest occupied orbital energy (alpha / beta): -2.614 / -2.615 eV
* calculated total energy: -102775.921 eV

Structure (ORCA input):
```
! RIJCOSX wB97M-V def2-TZVPD def2/J DEFGRID3
* xyz -1 1
Ti 0.22 0.19 -0.53
S -1.21 0.58 -3.10
S -3.03 1.54 -0.29
O -3.50 2.52 0.66
O -1.60 1.28 -0.17
O -0.90 -1.23 0.35
O -3.84 0.33 -0.33
O -0.05 1.15 -2.35
O 3.99 -0.29 -2.65
O -1.80 -3.24 0.11
O -0.93 0.39 -4.50
O -1.74 -0.54 -2.36
O 2.36 0.53 -1.31
N -3.34 -1.51 1.52
N 1.78 -0.39 1.44
N 0.91 -1.46 -1.31
N -1.20 0.49 3.06
C -2.68 2.55 -4.25
C 0.07 -2.57 -1.26
C 0.26 -3.69 -1.99
C 1.40 -3.80 -2.85
C 0.94 4.43 0.63
C 2.06 -1.60 -2.09
C 1.96 -4.02 1.94
C 1.46 -2.77 1.70
C -3.61 3.58 -4.34
C 3.33 -4.21 2.21
C 1.94 4.36 1.60
C 3.92 0.55 2.01
C 4.16 -3.13 2.27
C 0.95 2.00 0.38
C -0.98 -2.39 -0.24
C -2.04 -0.59 3.52
C 3.66 -1.82 2.05
C 0.46 3.27 0.04
C -4.12 3.30 -2.01
C 2.29 -2.76 -2.86
C 2.55 0.66 1.63
C 2.46 3.13 1.94
C -2.45 1.89 -3.05
C -3.40 -0.78 2.83
C 2.80 -0.43 -2.00
C -4.33 3.95 -3.22
C -3.19 2.28 -1.92
C 2.30 -1.63 1.72
C 1.97 1.98 1.33
C 4.47 -0.67 2.17
H 0.54 5.39 0.34
H -2.44 -1.97 1.31
H -2.26 -0.45 4.58
H -2.11 2.24 -5.11
H -4.66 3.60 -1.12
H 2.30 5.26 2.09
H 3.22 3.07 2.71
H 3.72 -5.21 2.37
H 4.51 1.45 2.10
H -3.86 0.19 2.63
H 5.21 -3.24 2.49
H -0.32 3.36 -0.70
H 4.24 0.63 -2.49
H 0.41 -2.63 1.52
H -1.71 1.34 2.87
H -3.49 -0.83 0.73
H -3.76 4.08 -5.29
H -4.06 -2.22 1.45
H 1.57 -4.68 -3.45
H 5.53 -0.79 2.40
H -4.08 -1.33 3.49
H -5.06 4.75 -3.28
H -0.71 0.23 2.21
H 1.29 -4.87 1.91
H -1.48 -1.52 3.45
H -0.45 -4.50 -1.87
H 3.19 -2.80 -3.46
*
```

---

Entry 7:
Entry from the Open Molecules 2025 dataset: the molecule C4H8FP at a distorted geometry (ωB97M-V/def2-TZVPD).

Summary:
* structure (SMILES): CC/C(F)=P/C
* HOMO-LUMO gap: 0.3576 Eh
* highest occupied orbital energy: -8.920 eV
* calculated total energy: -16281.893 eV

Structure (ORCA input):
```
! RIJCOSX wB97M-V def2-TZVPD def2/J DEFGRID3
* xyz 0 1
P 0.36 -0.95 0.69
F -1.07 -0.58 -1.60
C -0.37 -0.14 -0.56
C -0.40 -2.63 0.34
C -0.09 1.50 -0.65
C 0.84 1.87 0.51
H -1.03 2.13 -0.48
H -0.26 -2.82 -0.69
H -1.45 -2.39 0.47
H 0.36 1.42 1.45
H 0.82 3.00 0.68
H 0.12 -3.34 1.00
H 1.90 1.39 0.51
H 0.27 1.55 -1.66
*
```

---

Entry 8:
Entry from the Open Molecules 2025 dataset: a cluster of 5 separate species, C33H36F5IN3O2 in total at a distorted geometry (ωB97M-V/def2-TZVPD).

Summary:
* HOMO-LUMO gap: 0.1781 Eh
* highest occupied orbital energy: -10.139 eV
* calculated total energy: -65044.302 eV

Structure (ORCA input):
```
! RIJCOSX wB97M-V def2-TZVPD def2/J DEFGRID3
* xyz 1 1
I 7.23 -3.38 -1.66
F -3.69 4.11 -0.18
F 5.12 1.15 -1.27
F -7.71 0.06 -2.51
F 6.41 -4.49 1.62
F -2.19 10.67 1.81
O 0.15 -2.40 1.95
O -1.31 -2.64 0.00
N 3.37 -1.46 -2.94
N 5.56 -0.60 -2.80
N 5.21 -3.14 -2.14
C -3.70 0.54 -0.85
C -2.99 6.72 0.98
C -0.11 -2.27 0.51
C -9.77 -2.80 -1.67
C 0.71 -0.14 -0.91
C -4.57 0.50 -1.94
C 9.93 -3.64 3.58
C 8.82 -4.10 4.30
C -3.58 7.73 0.21
C 8.65 -3.77 1.53
C 2.55 -2.64 2.66
C 1.81 0.56 -1.95
C -2.45 9.39 1.54
C -3.31 9.07 0.49
C 1.20 -3.45 2.12
C -4.85 2.89 -1.84
C -7.78 -1.21 -0.53
C 1.02 -1.72 -0.59
C -2.13 7.05 2.03
C 9.84 -3.48 2.20
C -5.14 1.67 -2.44
C 7.55 -4.22 2.26
C -8.34 -2.26 0.20
C -3.98 2.93 -0.75
C -3.40 1.77 -0.26
C 4.81 -1.89 -2.57
C -9.33 -3.06 -0.37
C 4.59 0.56 -2.53
C -1.85 8.39 2.30
C -8.24 -0.95 -1.82
C 7.63 -4.38 3.64
C -9.23 -1.74 -2.40
C 3.24 -0.23 -2.01
H -1.67 6.27 2.63
H -8.00 -2.46 1.21
H 0.73 0.42 0.15
H 2.88 -3.03 3.73
H -9.76 -3.88 0.19
H -2.72 1.83 0.58
H 6.49 -0.48 -2.33
H 3.45 -2.73 1.92
H 2.02 1.64 -1.49
H 8.57 -3.65 0.46
H 0.87 -2.40 -1.55
H 2.06 -1.91 -0.07
H 2.65 -2.21 -2.79
H -10.54 -3.42 -2.12
H -5.82 1.63 -3.29
H 6.76 -4.73 4.18
H 4.50 1.35 -3.40
H 8.89 -4.24 5.38
H -0.35 -0.08 -1.42
H 3.63 -0.70 -0.99
H 0.85 -4.30 2.85
H -5.29 3.82 -2.20
H -4.24 7.47 -0.61
H 1.41 -4.00 1.08
H 1.32 0.77 -3.02
H -3.20 5.68 0.76
H 2.27 -1.50 2.79
H 4.50 -3.91 -2.03
H 10.86 -3.42 4.10
H -4.81 -0.46 -2.41
H -3.26 -0.37 -0.47
H -7.01 -0.58 -0.10
H -1.18 8.67 3.11
H -3.77 9.86 -0.09
H 10.70 -3.12 1.64
H -9.56 -1.52 -3.40
*
```

---

Entry 9:
Entry from the Open Molecules 2025 dataset: a structure of composition C36H28BrCaF4N6OPS2Se (ωB97M-V/def2-TZVPD).

Summary:
* HOMO-LUMO gap: 0.2881 Eh
* highest occupied orbital energy: -13.081 eV
* calculated total energy: -244422.495 eV

Structure (ORCA input):
```
! RIJCOSX wB97M-V def2-TZVPD def2/J DEFGRID3
* xyz 2 1
Br 1.16 2.13 2.09
Se 0.91 -3.55 -7.51
Ca -0.07 -0.46 -0.26
S -1.54 -2.79 -0.62
S -2.94 1.73 0.88
P 1.18 -1.14 2.46
F 0.30 2.43 7.13
F 0.51 -0.25 7.53
F 0.57 3.46 4.67
F 0.98 -1.87 5.48
O -1.78 0.87 0.41
N -0.21 0.10 -2.63
N 0.07 -2.10 -6.91
N -3.39 -1.85 1.19
N 1.65 -3.90 -5.92
N -3.75 -3.87 0.52
N 1.49 -1.79 -1.58
C 2.98 -1.41 2.45
C -0.95 -5.17 3.10
C 0.42 -2.75 2.81
C -2.90 -2.83 0.39
C 0.85 1.30 3.76
C 3.61 -2.27 3.35
C 0.38 -1.97 -5.65
C -0.94 0.11 -5.31
C 5.75 -1.66 2.45
C 0.92 -0.09 3.93
C 1.25 -2.97 -5.10
C -0.12 -0.90 -4.80
C -4.03 1.84 -0.53
C -0.85 -2.79 3.40
C -4.52 -2.28 1.85
C 0.83 -0.58 5.23
C 0.64 2.14 4.83
C 0.30 -5.14 2.49
C 0.61 0.26 6.31
C 0.98 -3.94 2.35
C 0.51 1.62 6.12
C 2.87 -3.74 -1.83
C 2.32 -2.70 -1.08
C 4.99 -2.40 3.34
C 5.14 -0.78 1.57
C -1.52 -3.99 3.56
C -1.38 1.10 -4.46
C 3.76 -0.66 1.57
C -1.00 1.04 -3.13
C 2.53 -3.84 -3.16
C 0.25 -0.86 -3.45
C 1.65 -2.90 -3.70
C -2.33 3.41 0.93
C -3.58 -5.14 -0.15
C 1.15 -1.88 -2.89
C -4.74 -3.54 1.43
H 5.47 -3.08 4.03
H -3.54 2.34 -1.37
H -2.64 -5.60 0.16
H -5.53 -4.24 1.67
H 1.97 -3.93 1.90
H -1.34 1.80 -2.43
H -2.02 1.90 -4.81
H -2.92 -0.96 1.29
H -5.06 -1.67 2.54
H 0.76 -6.05 2.14
H -4.93 2.38 -0.24
H -3.57 -4.99 -1.23
H 3.28 0.04 0.89
H -1.21 0.09 -6.35
H 6.83 -1.75 2.45
H -3.19 4.07 1.08
H -4.30 0.82 -0.80
H 5.73 -0.19 0.89
H 2.57 -2.60 -0.03
H -1.83 3.64 -0.01
H 3.02 -2.85 4.05
H 3.55 -4.44 -1.36
H 2.92 -4.63 -3.79
H -4.41 -5.78 0.12
H -1.65 3.49 1.78
H -1.46 -6.11 3.23
H -1.30 -1.88 3.79
H -2.48 -4.01 4.06
*
```

---

Entry 10:
Entry from the Open Molecules 2025 dataset: a structure of composition C14H11Br4Cl2N2NaO3 at a distorted geometry (ωB97M-V/def2-TZVPD).

Summary:
* HOMO-LUMO gap: 0.1432 Eh
* highest occupied orbital energy: 0.024 eV
* calculated total energy: -333451.520 eV

Structure (ORCA input):
```
! RIJCOSX wB97M-V def2-TZVPD def2/J DEFGRID3
* xyz -2 1
Br 3.50 -1.40 1.89
Br -2.80 -1.75 3.67
Br 2.68 -3.24 4.56
Br -0.53 -3.42 5.45
Cl 2.55 4.66 -3.38
Cl 0.81 2.75 -1.94
Na -0.50 1.35 0.53
O -1.53 -0.15 1.48
O -1.09 4.82 1.33
O 1.14 0.05 0.76
N 0.98 -1.42 -1.52
N -0.94 -0.24 -2.05
C 0.01 -2.36 3.97
C 0.42 3.41 2.47
C -0.57 3.70 1.28
C 1.90 2.99 -3.25
C 0.79 -0.70 1.76
C 1.34 -2.29 3.61
C 1.69 -1.47 2.50
C -2.73 -1.23 -3.32
C -0.76 -2.50 -2.82
C -0.65 -0.79 2.14
C -1.99 -2.41 -3.41
C -2.14 -0.19 -2.62
C -0.96 -1.63 3.24
C -0.24 -1.38 -2.12
H 2.74 2.32 -3.13
H 1.41 3.18 2.06
H 1.14 -0.77 -0.71
H 1.35 -2.34 -1.36
H 0.09 2.50 3.01
H -2.39 -3.27 -3.94
H -3.71 -1.13 -3.75
H 1.37 2.78 -4.18
H -2.67 0.75 -2.51
H -0.18 -3.42 -2.86
H 0.47 4.26 3.16
*
```

---

Entry 11:
Entry from the Open Molecules 2025 dataset: a structure of composition C9H20GeMoO2S4SbSe2 (ωB97M-V/def2-TZVPD).

Summary:
* HOMO-LUMO gap: 0.2399 Eh
* highest occupied orbital energy: -5.073 eV
* calculated total energy: -252698.540 eV

Structure (ORCA input):
```
! RIJCOSX wB97M-V def2-TZVPD def2/J DEFGRID3
* xyz -1 1
Sb -0.79 2.25 2.74
Mo 0.53 0.46 0.24
Se 2.24 -1.10 -0.58
Se -0.66 -1.51 1.18
Ge 1.12 2.85 -2.04
S -0.80 1.03 4.61
S -1.76 1.27 0.81
S 1.57 1.85 1.60
S -0.92 4.49 2.67
O 0.35 -3.77 -1.15
O 2.64 -4.25 3.08
C 1.66 -3.57 0.89
C 0.31 -3.21 1.50
C 3.02 2.98 -1.62
C 0.93 2.92 -3.99
C 2.60 -2.37 0.86
C 1.52 -4.22 -0.50
C 0.06 4.24 -1.21
C 0.41 1.08 -1.50
C 2.31 -4.66 1.77
H 0.50 -3.78 -2.10
H 3.43 3.88 -2.07
H 0.43 -3.22 2.59
H 3.21 -5.04 1.26
H 2.55 -1.82 1.80
H -1.00 4.11 -1.45
H 1.30 3.87 -4.38
H 0.38 5.22 -1.56
H 1.61 -5.49 1.88
H 1.50 2.12 -4.47
H -0.13 0.53 -2.28
H 3.16 3.03 -0.54
H 1.49 -5.31 -0.39
H 0.15 4.20 -0.12
H 2.41 -3.97 -1.09
H -0.12 2.81 -4.28
H 3.55 2.11 -2.00
H -0.43 -3.97 1.24
H 3.17 -3.45 3.03
H 3.63 -2.70 0.70
*
```